# 1
97
Properties=species:S:1:pos:R:3 method="wB97M-V/def2-TZVPD" e_homo_ev="-7.78 / -8.34" gap_ev="6.9940 / 8.0290" s_squared=2.0286 spin_multiplicity=3
Mo -1.0401 -1.4493 0.1309
C 5.3898 -1.5051 -1.8732
C 4.3790 -2.0876 -0.9069
C 3.1508 -2.6400 -1.6003
O 4.0874 -1.0657 0.1050
P 2.7666 -0.2256 0.2814
O 1.5077 -0.9723 0.1952
C 2.8770 1.1418 -0.9153
P 1.2194 1.7666 -1.3243
O 0.1977 1.1459 -0.4784
O 1.0203 1.4705 -2.8618
C 1.7984 2.1495 -3.8942
C 2.5563 1.1083 -4.6884
C 0.8190 2.9359 -4.7372
O 1.2694 3.3500 -1.3151
C 1.3114 4.2362 -0.1573
C 2.6979 4.8431 -0.0860
C 0.8892 3.5668 1.1341
O 2.9649 0.4704 1.6767
C 4.2390 0.8431 2.2637
C 3.9993 2.1352 3.0151
C 4.7076 -0.2772 3.1672
H 5.7620 -2.2920 -2.5299
H 6.2350 -1.0692 -1.3402
H 4.9347 -0.7373 -2.5031
H 4.8501 -2.8785 -0.3235
H 2.6542 -1.8819 -2.2137
H 2.4204 -3.0349 -0.8965
H 3.4751 -3.4433 -2.2637
H 3.3552 0.7918 -1.8305
H 3.5098 1.9243 -0.4938
H 2.4938 2.8344 -3.4041
H 1.8610 0.3981 -5.1351
H 3.2519 0.5500 -4.0601
H 3.1296 1.5948 -5.4789
H 0.0809 2.2571 -5.1677
H 1.3414 3.4450 -5.5483
H 0.3063 3.6828 -4.1302
H 0.5930 5.0153 -0.4156
H 3.4382 4.0978 0.2113
H 2.7141 5.6429 0.6555
H 2.9878 5.2596 -1.0508
H 1.5681 2.7594 1.4183
H -0.1094 3.1381 1.0671
H 0.9057 4.3166 1.9274
H 4.9582 0.9975 1.4535
H 3.1721 1.9995 3.7134
H 3.7477 2.9521 2.3381
H 4.8913 2.4145 3.5771
H 3.9943 -0.4208 3.9799
H 5.6812 -0.0253 3.5912
H 4.7963 -1.2101 2.6133
C -5.5005 -2.2686 6.0296
C -5.1801 -2.3600 4.5639
C -5.1375 -1.2226 3.7655
C -4.8239 -1.3061 2.4181
C -4.5572 -2.5470 1.8662
C -4.6142 -3.7031 2.6360
C -4.9195 -3.5998 3.9792
S -4.1399 -2.6904 0.1682
O -4.5567 -1.4866 -0.4986
O -4.6431 -3.9477 -0.3059
N -2.4638 -2.7957 0.1349
C -2.0021 -4.1907 -0.0932
C -0.5068 -4.2894 0.1018
O 0.0601 -5.3555 0.0933
O 0.0793 -3.1257 0.2468
H -5.6218 -1.2333 6.3448
H -4.7041 -2.7145 6.6277
H -6.4227 -2.8048 6.2610
H -5.3373 -0.2534 4.2061
H -4.7682 -0.4201 1.8002
H -4.4292 -4.6675 2.1819
H -4.9566 -4.4959 4.5878
H -2.2305 -4.4968 -1.1146
H -2.4981 -4.8927 0.5724
C -2.4695 2.7612 -1.8912
As -3.3513 1.1474 -1.3271
C -5.1912 1.6047 -1.0174
C -3.3512 0.0477 -2.9013
S -2.5259 0.5448 0.5452
H -2.9623 3.1689 -2.7736
H -1.4359 2.5074 -2.1206
H -2.4940 3.4798 -1.0746
H -5.5908 2.1383 -1.8789
H -5.2480 2.2310 -0.1298
H -5.7403 0.6803 -0.8527
H -4.0300 0.5476 -3.5944
H -3.7171 -0.9435 -2.6603
H -2.3535 0.0045 -3.3278
Cl -0.0836 0.7687 3.3072
Si -0.2075 -1.1775 2.5748
Cl 1.5148 -2.1128 3.2233
Cl -1.6787 -2.1068 3.7284
S 0.0718 -1.7185 -4.4775
C -0.3584 -1.4645 -2.9575
N -0.7311 -1.2596 -1.8586



# 2
15
Properties=species:S:1:pos:R:3 method="wB97M-V/def2-TZVPD" e_homo_ev=-8.90 gap_ev=9.7146 spin_multiplicity=1
O 2.4469 0.5800 0.7519
C 1.6375 -0.3692 0.0469
C 0.1386 -0.2406 0.3919
C -0.6051 0.7418 -0.4420
C -2.0358 0.4417 -0.1601
C -1.3962 -1.3166 0.0422
O -1.6818 -2.3932 -0.3635
H 3.3765 0.3406 0.6012
H 1.9349 -1.3834 0.3082
H 1.7782 -0.2241 -1.0371
H 0.0317 0.0153 1.4580
H -0.1050 1.6088 -0.0108
H -0.3848 0.6510 -1.5149
H -2.7551 0.8318 -0.9132
H -2.3804 0.7162 0.8413



# 3
44
Properties=species:S:1:pos:R:3 method="wB97M-V/def2-TZVPD" e_homo_ev=-8.42 gap_ev=9.1510 smiles="CCCCSCCCNC(=O)Nc1cccc(OC)c1" spin_multiplicity=1
C -1.6473 -2.8145 0.3380
C -2.8636 -1.9383 0.6081
C -3.3723 -1.2561 -0.6589
C -4.5419 -0.3224 -0.3832
S -4.1854 1.0231 0.7993
C -3.0950 2.1128 -0.1825
C -1.6203 1.8630 0.0900
C -0.7318 2.8092 -0.7261
N 0.6643 2.4881 -0.5665
C 1.4723 3.1836 0.2742
O 1.1991 4.2742 0.7278
N 2.7059 2.6077 0.5254
C 3.1505 1.3032 0.3253
C 4.5006 1.0849 0.0425
C 4.9646 -0.1992 -0.1493
C 4.1140 -1.2910 -0.0752
C 2.7738 -1.0854 0.2294
O 1.8362 -2.0674 0.3457
C 2.2445 -3.4076 0.2100
C 2.3025 0.2087 0.4439
H -1.8778 -3.5687 -0.4125
H -0.8091 -2.2188 -0.0172
H -1.3391 -3.3200 1.2501
H -2.6078 -1.1753 1.3459
H -3.6670 -2.5464 1.0302
H -2.5592 -0.7013 -1.1323
H -3.7070 -2.0134 -1.3738
H -4.9037 0.1416 -1.3018
H -5.3625 -0.8682 0.0824
H -3.3639 3.1300 0.1013
H -3.3416 1.9607 -1.2333
H -1.3660 0.8302 -0.1589
H -1.4212 2.0100 1.1532
H -0.9916 2.7467 -1.7882
H -0.8625 3.8391 -0.3877
H 0.9793 1.5954 -0.9110
H 3.3840 3.2619 0.8895
H 5.1735 1.9261 -0.0244
H 6.0092 -0.3609 -0.3692
H 4.5059 -2.2809 -0.2419
H 1.3486 -4.0048 0.3720
H 2.6366 -3.6087 -0.7922
H 2.9988 -3.6742 0.9565
H 1.2734 0.3232 0.7453



# 4
55
Properties=species:S:1:pos:R:3 method="wB97M-V/def2-TZVPD" e_homo_ev=-9.12 gap_ev=8.9544 smiles="Cc1ccn([C@H](C)C(=O)N[C@H](CNC(=O)c2nc(C)ncc2Cl)CC(C)C)n1" spin_multiplicity=1
C -0.1046 3.7418 -3.4702
C 0.8552 3.2207 -2.4524
C 1.3118 3.8455 -1.2739
C 2.2163 2.9614 -0.7384
N 2.2727 1.9005 -1.5665
C 3.0621 0.6913 -1.3952
C 3.8035 0.3221 -2.6740
C 2.2651 -0.5225 -0.8954
O 2.8851 -1.4737 -0.4503
N 0.9270 -0.4356 -1.0060
C -0.0413 -1.4829 -0.6854
C -1.3960 -0.8008 -0.4795
N -1.7513 0.1240 -1.5398
C -2.0910 -0.3206 -2.7698
O -2.0610 -1.4872 -3.1050
C -2.5193 0.7898 -3.7089
N -3.0283 1.8759 -3.1273
C -3.4509 2.8734 -3.8960
C -4.0413 4.0733 -3.2242
N -3.3899 2.8793 -5.2286
C -2.8651 1.8129 -5.8078
C -2.4054 0.7160 -5.0893
Cl -1.7006 -0.5974 -5.9448
C 0.3045 -2.2885 0.5741
C 0.8489 -3.6907 0.2972
C -0.2583 -4.6119 -0.2092
C 1.4969 -4.2593 1.5533
N 1.4391 2.0398 -2.6158
H -0.9937 4.1572 -2.9952
H 0.3521 4.5325 -4.0675
H -0.4033 2.9393 -4.1438
H 1.0299 4.8085 -0.8841
H 2.8210 3.0047 0.1525
H 3.7791 0.9083 -0.6028
H 4.3881 -0.5776 -2.4942
H 3.0933 0.1366 -3.4784
H 4.4665 1.1322 -2.9754
H 0.5715 0.3306 -1.5627
H -0.1269 -2.1549 -1.5431
H -2.1566 -1.5808 -0.3983
H -1.3728 -0.2365 0.4535
H -1.9699 1.0850 -1.3299
H -3.7782 4.9773 -3.7692
H -5.1301 3.9930 -3.2219
H -3.7020 4.1355 -2.1929
H -2.7960 1.8158 -6.8898
H 1.0137 -1.7198 1.1759
H -0.6067 -2.3954 1.1761
H 1.6193 -3.5998 -0.4714
H -1.0210 -4.7530 0.5627
H -0.7533 -4.2126 -1.0973
H 0.1386 -5.5951 -0.4675
H 0.7738 -4.3106 2.3731
H 1.8735 -5.2690 1.3805
H 2.3319 -3.6340 1.8727



# 5
20
Properties=species:S:1:pos:R:3 method="wB97M-V/def2-TZVPD" e_homo_ev=-12.76 gap_ev=9.4687 spin_multiplicity=1 charge=+1
O -0.7859 -2.4818 1.0456
C -0.4798 -1.3133 1.2596
C -0.1974 -0.3792 0.1247
C -1.2668 0.6246 -0.1030
C -0.9349 2.1046 0.4952
S 0.4475 2.6561 -0.5214
N -0.0499 -1.3155 -1.1217
H -0.3855 -0.6917 2.3380
H 0.8854 0.0923 0.3183
H -1.3432 0.8703 -1.2183
H -2.2934 0.4036 0.3561
H -0.5724 2.2144 1.5081
H -1.5509 2.9125 0.3439
H -0.3678 3.0818 -1.5837
H -0.0146 -0.6511 -1.8366
H -0.9324 -1.9614 -1.2057
H 0.7684 -1.8562 -0.9674
H 3.0419 -2.1049 0.1684
H 2.0577 -3.2930 -0.1652
O 2.1820 -2.3338 -0.1106



# 6
101
Properties=species:S:1:pos:R:3 method="wB97M-V/def2-TZVPD" e_homo_ev=-4.40 gap_ev=5.9922 spin_multiplicity=1 charge=-1
C 3.3545 -2.4800 1.0051
C 2.1012 -2.9084 0.1981
N 1.4712 -4.1590 0.6934
C 2.3577 -5.3153 0.5532
C 1.7516 -6.6303 1.1645
Ga 2.3749 -6.9368 3.1130
C 4.0676 -8.1327 3.0714
C 4.4770 -8.4028 4.6001
C 5.7044 -7.4302 5.1462
O 5.7494 -8.9910 4.8095
C 0.8614 -8.0026 4.0404
S 0.6406 -7.7514 5.8049
O 0.1887 -6.4212 6.1674
O -0.3790 -8.7234 6.2431
P 2.9804 -4.9125 4.1559
S 1.5098 -3.6743 4.5714
C 0.2757 -4.3143 -0.0934
C -1.0555 -3.7896 0.5005
O 0.2521 -4.8435 -1.1731
H 3.7539 -1.5563 0.5193
H 4.1798 -3.2211 0.9243
H 3.1410 -2.2153 2.0581
H 1.3638 -2.0752 0.3032
H 2.3032 -3.0132 -0.9007
H 3.3439 -5.1692 1.0456
H 2.5835 -5.4911 -0.5348
H 2.1842 -7.4778 0.5822
H 0.6439 -6.6779 1.1201
H 3.8578 -9.1346 2.6405
H 4.9511 -7.6300 2.6386
H 3.6480 -8.6364 5.3282
H 6.5453 -7.6621 5.8308
H 5.0064 -7.1955 6.0440
H -0.0968 -7.8707 3.5042
H 1.1329 -9.0810 3.9267
H 1.7758 -8.0462 6.5247
H 3.8295 -5.2186 5.2601
H 3.8292 -4.2294 3.2198
H -0.8801 -2.7329 0.7787
H -1.8023 -3.8304 -0.3127
H -1.3549 -4.3710 1.3928
F -1.8492 -0.9234 -0.0288
C -2.6240 -0.1131 0.7122
C -3.9544 -0.4370 0.9009
C -4.7526 0.3982 1.6707
C -4.2144 1.5498 2.2324
C -2.8765 1.8641 2.0295
C -2.0741 1.0252 1.2693
H -4.3571 -1.3344 0.4486
H -5.7944 0.1514 1.8323
H -4.8398 2.2026 2.8295
H -2.4574 2.7634 2.4639
H -1.0272 1.2497 1.1081
F 0.1856 3.3327 -0.1312
C -0.6164 3.6762 -1.1552
C -1.7778 4.3810 -0.8982
C -2.6037 4.7399 -1.9546
C -2.2625 4.3798 -3.2538
C -1.0956 3.6673 -3.4962
C -0.2634 3.3172 -2.4419
H -2.0295 4.6442 0.1214
H -3.5120 5.2987 -1.7666
H -2.9091 4.6562 -4.0779
H -0.8329 3.3836 -4.5077
H 0.6545 2.7692 -2.6128
F -4.2264 7.4270 -3.9024
C -3.4001 8.4691 -3.7096
C -3.2894 9.0220 -2.4463
C -2.4321 10.0948 -2.2452
C -1.7026 10.6088 -3.3132
C -1.8263 10.0471 -4.5763
C -2.6758 8.9672 -4.7763
H -3.8714 8.6126 -1.6301
H -2.3319 10.5308 -1.2593
H -1.0365 11.4488 -3.1571
H -1.2609 10.4499 -5.4073
H -2.7783 8.5110 -5.7528
F -1.4255 12.9179 -0.7551
C -2.3480 13.8098 -1.1661
C -2.3680 15.0706 -0.6004
C -3.3159 15.9902 -1.0284
C -4.2366 15.6348 -2.0070
C -4.2066 14.3619 -2.5625
C -3.2529 13.4439 -2.1441
H -1.6476 15.3260 0.1665
H -3.3373 16.9836 -0.5983
H -4.9782 16.3524 -2.3365
H -4.9263 14.0835 -3.3221
H -3.2083 12.4500 -2.5714
F 4.6351 -8.5423 -1.0789
C 3.7918 -8.8912 -2.0649
C 2.6563 -8.1344 -2.2839
C 1.7887 -8.4924 -3.3057
C 2.0608 -9.6083 -4.0891
C 3.2035 -10.3628 -3.8543
C 4.0789 -10.0002 -2.8393
H 2.4560 -7.2733 -1.6589
H 0.9003 -7.9016 -3.4903
H 1.3800 -9.8892 -4.8839
H 3.4133 -11.2346 -4.4620
H 4.9789 -10.5707 -2.6467